#i
ORCA calculation (ωB97M-V/def2-TZVPD) on an isolated molecule of ClH2O2PS2.

Summary:
HOMO = -9.3 eV
LUMO = -1.4 eV
HOMO-LUMO gap = 7.9 eV

Last column: natural (NBO) charge in e.
Geometry (Å):
O -1.349 -0.970 0.214  -1.101
O -3.537 -1.315 -1.069  -0.831
P 0.160 -1.700 -0.123  1.073
S 2.108 -1.304 -0.259  -0.437
S -3.124 -0.806 0.185  1.608
Cl -3.441 1.245 0.250  -0.227
H 0.133 -2.593 0.887  -0.064
H -0.475 -2.614 -1.190  -0.021

---

#ii
ORCA calculation (ωB97M-V/def2-TZVPD) on a 2-piece molecular cluster, ClH2O2PS2 overall.

Summary:
HOMO (alpha / beta) = -10.2 / -10.2 eV
LUMO (alpha / beta) = -3.2 / -3.2 eV
HOMO-LUMO gap (alpha / beta) = 7.0 / 7.0 eV

Last column: natural (NBO) charge in e.
Geometry (Å):
O -0.025 -0.724 -1.799  -0.823
O -0.284 -2.769 -0.439  -0.803
P 0.274 1.438 0.244  0.329
S 0.984 -0.416 0.917  -0.119
S -0.249 -1.351 -0.535  1.911
Cl -2.630 -0.125 0.342  -0.471
H 1.505 1.903 -0.217  -0.017
H 0.424 2.044 1.489  -0.005

---

#iii
ORCA calculation (ωB97M-V/def2-TZVPD) on an isolated molecule of ClH2O2PS2.

Summary:
structure (SMILES) = O=S(=O)(Cl)SP
HOMO = -10.0 eV
LUMO = -2.1 eV
HOMO-LUMO gap = 7.8 eV

Last column: natural (NBO) charge in e.
Geometry (Å):
O -3.063 0.808 1.568  -0.864
S -3.150 0.684 0.163  1.965
O -4.372 1.018 -0.419  -0.830
Cl -2.835 -1.735 0.018  -0.397
S -1.464 1.325 -0.838  -0.135
P -0.191 0.079 0.210  0.231
H -1.031 0.274 1.330  0.037
H 0.863 0.944 0.559  -0.008

---

Computed energies relative to the best structure, in hartree: #i 0.0000; #ii 0.0284; #iii 0.0138